No. 1
Molecular formula: C4H12N2S
Method: DFT, ωB97M-V/def2-TZVPD

Summary:
spin multiplicity	1
gap between HOMO and LUMO	0.3309	hartree
SMILES string	C[C@@H](CS)NCN
ΔE to the lowest compared entry with this formula, charge and spin	69.6	kcal per mole
HOMO energy	-8.61	eV

Last column: Löwdin charge in e.
Cartesian coordinates (Å):
C -0.35986 -2.06596 -0.70421  -0.065
C -0.00947 -0.62442 -0.32049  -0.489
C -1.11444 0.18322 -0.99945  -0.425
S -0.53346 1.83323 -1.85838  0.606
N -0.05023 -0.36310 1.10926  -0.024
C 1.36987 -0.55254 1.60965  -0.309
N 1.42326 -0.15584 2.98389  0.008
H -1.07075 -2.42764 0.02689  0.080
H 0.48267 -2.77012 -0.62772  0.077
H -0.58744 -2.21019 -1.76372  0.086
H 0.86709 -0.31921 -0.88594  0.119
H -1.70910 0.69575 -0.26903  0.034
H -1.85330 -0.28246 -1.66482  0.069
H -0.87043 3.02647 -2.25942  -0.230
H -0.53988 -1.14523 1.52301  0.095
H 2.06227 -0.00651 0.92561  0.117
H 1.55080 -1.64081 1.39197  0.119
H 1.69866 -1.00869 3.47559  0.071
H 0.54235 0.19149 3.31571  0.061

=====

No. 2
Molecular formula: C5H6N2O2
Method: DFT, ωB97M-V/def2-TZVPD

Summary:
spin multiplicity	1
gap between HOMO and LUMO	0.3582	hartree
ΔE to the lowest compared entry with this formula, charge and spin	39.1	kcal per mole
HOMO energy	-9.02	eV

Last column: Löwdin charge in e.
Cartesian coordinates (Å):
C -2.82755 0.42090 0.45985  0.018
C -1.50826 -0.28319 0.31877  -0.402
C 0.92044 0.16673 -0.19998  -0.466
C 2.89225 -0.01205 -0.73045  -0.117
C 2.56369 -1.19045 -0.20888  -0.045
H -2.70499 1.29912 1.30243  0.159
H -3.55329 -0.05096 0.81916  -0.008
H -3.19604 1.06828 -0.22322  0.043
H -0.64048 1.50297 -0.19602  0.114
H 3.82472 0.29424 -1.25281  0.119
H 3.06546 -2.10416 0.01556  0.111
N -0.39414 0.58436 -0.00148  0.176
N 1.78666 0.89427 -0.76572  0.146
O -1.41111 -1.50301 0.50089  0.073
O 1.18264 -1.08705 0.16189  0.079

=====

No. 3
Molecular formula: C43H38Cl3F3N2O3S2SbSeSiTi
Method: DFT, ωB97M-V/def2-TZVPD

Summary:
<S²>	0.7738
spin multiplicity	2
total charge	-2
gap between HOMO and LUMO (alpha / beta)	0.1994 / 0.2104	hartree
ΔE to the lowest compared entry with this formula, charge and spin	52.3	kcal per mole
HOMO energy (alpha / beta)	-1.35 / -1.66	eV

Last column: Löwdin charge in e.
Cartesian coordinates (Å):
Ti 1.57524 0.25739 0.90076  0.430
Cl 1.88593 5.02296 -4.11015  0.599
C 1.61179 3.62394 -3.10109  -0.680
C 1.59046 2.36319 -3.66800  -0.104
C 1.36351 1.26416 -2.85744  -0.007
C 1.13493 1.40511 -1.48684  -0.402
O 0.81518 0.34741 -0.74344  -0.370
C 1.20661 2.70294 -0.91917  -0.206
C 1.00568 2.87666 0.55485  -0.474
N 1.85692 2.08494 1.34725  -0.214
C 1.90558 2.26896 2.71550  -0.245
C 2.41496 3.37723 3.37986  -0.015
C 2.46954 3.38351 4.77698  -0.102
C 2.00927 2.32232 5.52416  -0.066
C 1.44979 1.19170 4.89115  -0.154
C 0.90038 0.08522 5.56360  -0.005
C 0.33448 -0.93026 4.82441  -0.052
C 0.32671 -0.87057 3.43795  -0.161
N 0.86762 0.14143 2.76002  -0.073
C 1.41686 1.16943 3.47607  -0.150
C 1.43606 3.79716 -1.73969  -0.087
H 1.74948 2.23984 -4.73081  0.099
H 1.37873 0.26539 -3.27825  0.111
H 0.96656 3.92719 0.85325  0.092
H 2.78822 4.21692 2.80742  0.109
H 2.88663 4.24722 5.28295  0.092
H 2.05274 2.35252 6.60689  0.096
H 0.90701 0.05034 6.64632  0.109
H -0.11054 -1.78516 5.31309  0.095
H -0.09913 -1.66472 2.84185  0.084
H 1.47905 4.78812 -1.30444  0.112
C 6.00171 -0.99548 -0.69585  -0.158
C 4.68355 -0.90220 0.04612  -0.783
S 3.77362 0.57441 -0.22204  0.688
C 4.23214 -1.87618 0.85156  -0.792
C 4.99896 -3.13656 1.16058  -0.149
S 2.66197 -1.77243 1.64896  0.616
H 6.09513 -0.13667 -1.35720  0.040
H 6.05646 -1.90790 -1.29650  0.059
H 6.85153 -0.99283 -0.00611  0.066
H 5.99400 -3.11906 0.71338  0.052
H 4.45767 -4.01225 0.79016  0.064
H 5.10609 -3.24485 2.24296  0.057
F -3.41511 -7.66818 -1.64380  0.019
C -2.83687 -6.46072 -1.39275  -0.298
C -3.52908 -5.52579 -0.65384  -0.023
C -2.92291 -4.30182 -0.40136  -0.131
C -1.65373 -3.99575 -0.88813  -0.330
C -0.98462 -4.98095 -1.61127  -0.119
C -1.57033 -6.21294 -1.87728  -0.028
Sb -0.71118 -2.07416 -0.34388  1.625
C 0.62617 -2.31150 -2.06035  -0.376
C 0.18024 -2.49272 -3.36765  -0.145
C 1.07637 -2.69402 -4.40960  -0.030
C 2.42767 -2.71691 -4.12405  -0.288
F 3.30215 -2.95213 -5.14075  0.023
C 2.91060 -2.53196 -2.84669  0.006
C 1.99719 -2.32772 -1.81919  -0.120
C -2.22858 -0.93745 -1.40816  -0.319
C -3.54226 -0.91964 -0.94893  -0.115
C -4.50716 -0.12584 -1.55285  -0.007
C -4.14373 0.64482 -2.63717  -0.294
F -5.08766 1.41221 -3.24716  0.023
C -2.85477 0.65618 -3.12354  -0.023
C -1.90068 -0.13041 -2.49012  -0.114
H -4.51600 -5.75582 -0.27287  0.111
H -3.45239 -3.57811 0.20193  0.017
H 0.01503 -4.79392 -1.98098  0.090
H -1.05306 -6.97660 -2.44433  0.109
H -0.88347 -2.49477 -3.57920  0.104
H 0.73954 -2.84132 -5.42834  0.107
H 3.97566 -2.54595 -2.65491  0.111
H 2.36415 -2.18214 -0.81114  0.020
H -3.82340 -1.51126 -0.09027  0.050
H -5.52395 -0.09620 -1.18263  0.115
H -2.60028 1.27080 -3.97781  0.115
H -0.88444 -0.09327 -2.85135  0.072
C -2.07020 4.22396 -1.55439  -0.195
Si -2.10967 4.00616 0.33570  0.289
C -1.38418 5.60717 1.09554  -0.222
C -3.92394 3.86983 0.86043  -0.214
Se -0.92985 2.14571 0.95711  0.888
H -2.63312 5.10489 -1.87436  0.024
H -2.50843 3.34417 -2.02613  0.011
H -1.04913 4.31435 -1.92406  0.003
H -2.06128 6.45297 0.95547  0.016
H -0.42913 5.86665 0.63330  0.008
H -1.21128 5.47750 2.16561  0.021
H -4.41003 4.84668 0.91115  0.018
H -3.98689 3.37809 1.82987  0.008
H -4.46700 3.24462 0.14941  0.023
Cl -4.60842 -2.73036 2.33386  0.584
C -4.14533 -1.25390 3.20233  -0.996
Cl -3.29120 -1.69517 4.69481  0.554
C -3.24668 -0.28211 2.31567  -0.811
O -3.68506 0.87252 2.32210  -0.036
O -2.26620 -0.79672 1.74470  -0.193
H -5.06114 -0.75153 3.49124  0.043

=====

No. 4
Molecular formula: C3H8F2N2
Method: DFT, ωB97M-V/def2-TZVPD

Summary:
spin multiplicity	1
gap between HOMO and LUMO	0.3899	hartree
SMILES string	CN[C@H](N)C(F)F
ΔE to the lowest compared entry with this formula, charge and spin	3.8	kcal per mole
HOMO energy	-9.47	eV

Last column: Löwdin charge in e.
Cartesian coordinates (Å):
C -1.91054 -0.65722 0.23335  -0.125
C 0.34831 0.20197 0.24858  -0.413
C 1.74614 -0.12688 -0.31607  -0.368
N -0.06043 1.55434 -0.04188  0.065
N -0.58864 -0.71205 -0.36654  -0.082
F 2.65777 0.77357 0.12787  0.050
F 2.16972 -1.34109 0.11116  0.055
H -2.27839 0.36231 0.14629  0.069
H -2.56669 -1.32656 -0.31810  0.076
H -1.91239 -0.94202 1.29354  0.080
H 0.40281 0.10321 1.35153  0.156
H 1.76785 -0.12439 -1.41582  0.160
H 0.62508 2.21854 0.29822  0.079
H -0.17538 1.67538 -1.04240  0.087
H -0.22521 -1.65910 -0.30973  0.109

=====

No. 5
Molecular formula: C4H6O2
Method: DFT, ωB97M-V/def2-TZVPD

Summary:
spin multiplicity	1
gap between HOMO and LUMO	0.3599	hartree
SMILES string	C[C@]12O[C@H]1[C@@H]2O
ΔE to the lowest compared entry with this formula, charge and spin	84.1	kcal per mole
HOMO energy	-8.96	eV

Last column: Löwdin charge in e.
Cartesian coordinates (Å):
C 1.45318 0.14493 0.59112  0.007
C -0.00184 -0.13936 0.50465  -0.366
C -0.94674 -0.98469 -0.15967  -0.125
O -0.76135 -1.09213 1.26041  0.034
C -1.16624 0.49256 -0.20606  -0.233
O -0.86288 1.12834 -1.40555  0.010
H 1.70707 0.55097 1.57542  0.087
H 2.06691 -0.74018 0.40683  0.088
H 1.69261 0.91326 -0.15209  0.087
H -0.96106 -1.80712 -0.85683  0.149
H -0.22434 0.56355 -1.87000  0.106
H -1.99530 0.96985 0.31176  0.154

=====

No. 6
Molecular formula: C4H6N2O
Method: DFT, ωB97M-V/def2-TZVPD

Summary:
spin multiplicity	1
gap between HOMO and LUMO	0.3502	hartree
SMILES string	Cc1cc(O)n[nH]1
ΔE to the lowest compared entry with this formula, charge and spin	35.1	kcal per mole
HOMO energy	-8.65	eV

Last column: Löwdin charge in e.
Cartesian coordinates (Å):
C 1.91585 -0.43875 0.44121  -0.030
C 0.49819 -0.15001 0.11439  -0.325
C -0.48097 -0.88211 -0.53366  0.048
C -1.59965 -0.01342 -0.48655  -0.432
O -2.81782 0.08261 -1.04206  0.039
N -1.33907 1.09545 0.18156  0.045
N -0.04095 1.03054 0.48423  0.010
H 2.02534 -0.61060 1.51615  0.083
H 2.54941 0.40949 0.16216  0.083
H 2.25690 -1.32328 -0.09445  0.080
H -0.34978 -1.87243 -0.95220  0.109
H -2.85353 1.04768 -0.71633  0.131
H 0.29730 1.66257 1.18840  0.158

=====

No. 7
Molecular formula: C27H28F5N4O
Method: DFT, ωB97M-V/def2-TZVPD

Summary:
spin multiplicity	1
total charge	+1
gap between HOMO and LUMO	0.2885	hartree
HOMO energy	-11.54	eV

Last column: Löwdin charge in e.
Cartesian coordinates (Å):
C -1.29516 -2.79345 -0.83462  0.015
C -2.60609 -2.12152 -0.82699  -0.330
N -2.96890 -0.85502 -0.86295  0.083
C -4.35147 -0.81926 -0.87164  -0.043
C -4.84286 -2.10571 -0.78753  -0.274
C -6.18952 -2.67409 -0.72799  -0.024
N -3.71688 -2.90537 -0.75468  0.153
H -0.47786 -2.07694 -0.79559  0.041
H -1.22879 -3.45407 0.03508  0.100
H -1.17213 -3.42472 -1.72196  0.102
H -4.91178 0.10480 -0.98612  0.117
H -6.90696 -1.84821 -0.71687  0.093
H -6.37897 -3.30367 -1.60410  0.093
H -6.30297 -3.27320 0.18319  0.094
H -3.70474 -3.90854 -0.66575  0.174
C 3.73870 2.70531 2.46492  0.001
N 3.08239 1.79919 1.54726  -0.030
C 3.73501 0.71389 1.03275  -0.363
O 4.92583 0.45084 1.17921  0.099
C 2.73124 -0.05112 0.16144  -0.154
C 2.38987 -1.42319 0.72380  -0.051
C 3.60877 -2.28530 0.85127  -0.088
C 4.25007 -2.46490 2.07720  -0.138
F 3.73852 -1.85680 3.17868  0.098
C 5.44303 -3.17418 2.19305  -0.108
F 6.07054 -3.27124 3.38126  0.125
C 6.00346 -3.75477 1.05477  -0.102
F 7.17104 -4.42130 1.14027  0.131
C 5.36432 -3.62264 -0.17764  -0.111
F 5.90910 -4.16978 -1.28216  0.121
C 4.17967 -2.89335 -0.26357  -0.129
F 3.60306 -2.71140 -1.48474  0.090
N 1.60066 0.87267 0.11012  0.030
C 0.47543 0.47939 -0.54029  -0.004
C -0.72379 1.19405 -0.55641  -0.065
C -1.84934 0.80774 -1.30619  -0.047
C -2.94954 1.72036 -1.51099  -0.227
C -3.91609 1.44989 -2.50984  -0.061
C -4.94548 2.35573 -2.79347  -0.057
C -5.02527 3.56623 -2.08956  -0.055
C -4.08079 3.85079 -1.09467  -0.055
C -3.07982 2.92091 -0.77119  0.000
C 1.73795 2.02583 1.01576  -0.464
C 0.72785 1.99721 2.16910  0.009
C 1.67882 3.37177 0.27879  0.018
H 4.67474 2.25088 2.80354  0.104
H 3.97468 3.66974 1.99280  0.101
H 3.07407 2.88805 3.31692  0.094
H 3.15581 -0.17392 -0.85172  0.176
H 1.94857 -1.29120 1.72152  0.140
H 1.66559 -1.89705 0.04768  0.109
H 0.62372 -0.37906 -1.21562  0.142
H -0.80562 2.10990 0.04111  0.065
H -1.65179 0.05471 -2.10642  0.144
H -3.79100 0.56549 -3.13403  0.125
H -5.63450 2.14269 -3.61762  0.116
H -5.84202 4.27326 -2.29207  0.118
H -4.08564 4.81772 -0.59220  0.112
H -2.32078 3.18924 -0.03560  0.104
H 0.85193 1.07641 2.75519  0.104
H 0.89180 2.86574 2.82017  0.093
H -0.29272 2.02865 1.78763  0.067
H 2.54168 3.45200 -0.39695  0.106
H 0.75752 3.45463 -0.30786  0.080
H 1.72381 4.17922 1.02307  0.096

=====

No. 8
Molecular formula: C5H38N2O12
Method: DFT, ωB97M-V/def2-TZVPD

Summary:
spin multiplicity	1
gap between HOMO and LUMO	0.3603	hartree
ΔE to the lowest compared entry with this formula, charge and spin	150.4	kcal per mole
HOMO energy	-9.75	eV

Last column: Löwdin charge in e.
Cartesian coordinates (Å):
C 1.04219 3.30498 -0.91150  -0.100
C -0.02345 2.25566 -0.48303  -0.220
C 0.61330 0.86093 -0.66210  -0.139
C 0.34865 -0.32574 0.43303  -0.198
N 0.82002 -1.54412 -0.18336  -0.076
C 1.07100 -2.58593 0.82494  -0.282
N -0.05333 -2.78138 1.77406  -0.009
H 1.34656 3.35478 -1.93937  0.063
H 1.91761 3.13170 -0.39220  0.031
H 0.90818 4.35437 -0.57612  0.077
H -0.95667 2.60425 -0.80784  0.067
H -0.33793 2.37640 0.63503  0.076
H 0.33013 0.41637 -1.58533  0.069
H 1.68109 0.75382 -0.83448  0.091
H -0.71819 -0.37807 0.63857  0.078
H 0.80687 -0.05604 1.33562  0.071
H 0.17651 -2.04423 -0.85825  0.117
H 1.18077 -3.68958 0.46867  0.141
H 2.06286 -2.37127 1.43668  0.138
H -0.09933 -2.17570 2.55058  0.030
H -0.47649 -3.69597 1.98906  0.095
H 1.74532 0.93445 3.90552  0.076
H 1.58723 -0.39949 3.49181  -0.014
O 1.88265 -0.00924 4.30765  -0.085
H -2.84600 2.38963 0.83990  0.044
H -2.69099 4.04577 0.84112  0.073
O -2.55971 3.21160 1.34231  -0.092
H -3.25381 -0.25327 0.97422  0.049
H -2.36295 -0.14337 -0.37292  0.062
O -3.17483 0.22902 0.11668  -0.093
H 4.32952 -1.76546 -0.70773  0.062
H 3.91832 -0.22113 -0.93507  0.069
O 4.67102 -0.91175 -1.14348  -0.138
H 2.16979 -0.90016 -3.77685  0.082
H 1.77407 -0.99769 -2.15127  -0.034
O 2.04517 -1.41346 -2.93296  -0.035
H -0.52653 -1.67899 -4.24553  0.015
H 0.94374 -1.44869 -4.14936  -0.012
O 0.19728 -1.25221 -4.77444  -0.113
H -0.14544 -0.12969 4.67134  -0.025
H -1.57638 0.30637 4.63699  0.049
O -0.92122 -0.25641 4.18066  -0.055
H 0.65690 1.77357 -4.67129  -0.033
H 0.78444 0.30671 -4.43496  -0.035
O 1.05651 1.17902 -4.15765  -0.006
H -2.54350 -3.65322 -0.38308  0.068
H -1.47920 -2.62714 0.31603  -0.027
O -1.98617 -2.87563 -0.43204  -0.039
H 0.87010 3.09130 2.30980  0.031
H -0.38039 2.14545 2.58308  0.085
O 0.64851 2.20485 2.50448  -0.062
H -3.60530 1.49593 2.63101  0.053
H -2.14404 1.33692 2.63981  -0.006
O -2.91258 1.00261 3.11504  -0.068
H -1.67342 -2.46581 -2.26689  0.017
H -2.38967 -2.16483 -3.70283  0.086
O -1.74880 -1.85076 -3.02178  -0.069